Density functional theory data (ωB97M-V/def2-TZVPD) for a structure of composition C19H20F6MgN2O4PS.

Total energy (eV): -73080.61174
Max |F| (eV Å⁻¹): 0.21
Gap between HOMO and LUMO (alpha / beta) (eV): 7.707 / 5.651
Energy above the lowest of the compared OMol25 structures with the same formula, charge and spin (eV): 0.073
Multiplicity: 2

Last column: natural (NBO) charge in e.
CARTESIAN COORDINATES (ANGSTROEM)
Mg -0.2648 -1.0130 -0.1629  1.7925
C -1.5119 -4.8399 1.6096  -0.2470
O -1.4237 -4.3188 2.9481  -0.5195
C -0.3450 -3.5824 3.2938  0.3061
C 0.2188 -3.7836 4.5142  -0.2511
C 1.3099 -2.9942 4.9727  -0.1962
C 1.8293 -2.0183 4.1877  -0.2089
C 1.2798 -1.7429 2.9019  -0.1455
C 1.8703 -0.7281 2.1478  0.0930
N 1.4573 -0.3415 0.9496  -0.3832
N 2.1588 0.6411 0.4103  -0.3564
C 1.6730 0.9454 -0.8329  0.6116
O 0.7197 0.3488 -1.3668  -0.7446
C 2.3417 2.0601 -1.5425  -0.0896
C 3.3274 2.8256 -0.9232  -0.1735
C 3.9192 3.8736 -1.6097  -0.2239
C 3.5337 4.1576 -2.9129  -0.1839
C 2.5553 3.3919 -3.5346  -0.2221
C 1.9589 2.3458 -2.8514  -0.1807
C 0.1366 -2.5140 2.4300  0.4200
O -0.4499 -2.3004 1.3412  -0.7433
H -2.0797 -5.7633 1.6955  0.1883
H -0.5198 -5.0631 1.2158  0.1786
H -2.0157 -4.1445 0.9461  0.2118
H -0.1885 -4.5683 5.1385  0.2283
H 1.7280 -3.1919 5.9502  0.2193
H 2.6692 -1.4239 4.5244  0.2152
H 2.7341 -0.2092 2.5592  0.1933
H 3.6206 2.5896 0.0896  0.2363
H 4.6848 4.4685 -1.1293  0.2169
H 4.0004 4.9748 -3.4477  0.2157
H 2.2637 3.6078 -4.5540  0.2176
H 1.2038 1.7297 -3.3212  0.2332
O -1.6209 0.3830 0.2592  -1.1020
S -2.8114 0.8890 -0.5432  1.2719
C -2.0933 1.8403 -1.8973  -0.6026
C -1.5224 3.0882 -1.2446  -0.4171
C -2.6408 3.6135 -0.3453  -0.4115
C -3.2721 2.4019 0.3572  -0.6018
H -2.9152 2.0669 -2.5821  0.2304
H -1.3750 1.1935 -2.3950  0.2839
H -1.2143 3.8213 -1.9900  0.2311
H -0.6416 2.8209 -0.6576  0.2238
H -3.3953 4.1122 -0.9565  0.2082
H -2.2801 4.3384 0.3832  0.2290
H -4.3580 2.4497 0.4177  0.2381
H -2.8734 2.2280 1.3560  0.2551
F -0.1240 -2.3331 -1.6461  -0.6503
P -1.6714 -2.7068 -2.3071  2.6090
F -3.1324 -2.9864 -2.8392  -0.5653
F -1.5243 -4.1593 -1.6742  -0.5707
F -2.2481 -2.1529 -0.8623  -0.6102
F -1.7214 -1.1691 -2.8246  -0.5948
F -0.9602 -3.1582 -3.6453  -0.5626

***

Density functional theory data (ωB97M-V/def2-TZVPD) for a structure of composition C19H20N2O3S at a distorted geometry.

Total energy (eV): -39969.48507
Max |F| (eV Å⁻¹): 19.45
Gap between HOMO and LUMO (eV): 7.355
Energy above the lowest of the compared OMol25 structures with the same formula, charge and spin (eV): 17.565

Last column: natural (NBO) charge in e.
CARTESIAN COORDINATES (ANGSTROEM)
C -4.1269 -2.6582 -0.6025  -0.6018
C -4.0911 -1.1700 -0.6569  -0.0692
C -5.3141 -0.4339 -0.7921  -0.0961
C -5.5074 0.8222 -0.7593  -0.2896
C -4.3957 1.4323 -0.7071  -0.1332
C -3.2390 0.8990 -0.3838  0.1245
C -3.1689 -0.5299 -0.3444  -0.0259
C -1.7585 -1.0423 -0.5650  -0.6576
H -1.0142 -0.3380 -0.8368  0.2263
H -1.6614 -1.9789 -1.1038  0.2276
H -1.5900 -1.1854 0.5959  0.2314
N -2.1310 1.8652 -0.3489  -0.7781
S -1.1624 1.4743 1.1069  2.2161
O -1.0271 3.0937 1.7291  -0.9710
O -1.7960 0.6641 1.9495  -0.9206
C 0.3691 1.0679 0.8470  -0.4849
C 1.0507 -0.1278 1.4438  -0.1681
C 2.2578 -0.4445 1.1417  -0.0485
C 3.0332 0.4201 -0.0152  0.2667
C 2.3368 1.4521 -0.4994  -0.0725
C 1.0485 1.8069 -0.3663  -0.0982
H 0.4878 2.7450 -0.5878  0.2672
C 3.3757 2.0123 -1.5426  -0.4983
H 3.6262 2.9779 -1.2379  0.2331
H 3.0381 2.0126 -2.8756  0.2380
C 4.6499 0.9741 -1.3997  0.6992
O 5.6424 0.7772 -1.9564  -0.5522
N 4.2348 0.2209 -0.4496  -0.4419
C 4.8896 -1.0680 0.2387  -0.1948
C 4.5952 -1.2917 1.6563  -0.4276
H 5.1317 -1.9855 1.9382  0.2204
H 4.7857 -0.3886 2.0377  0.2140
C 3.0852 -1.4722 1.7288  -0.4257
H 2.7484 -1.7303 2.7352  0.2353
H 2.7684 -2.5213 1.2180  0.2118
H 6.0705 -0.5766 0.0779  0.2389
H 4.8095 -1.9332 -0.6312  0.2382
H 0.4438 -0.4271 2.4365  0.2591
H -2.2214 2.7947 -0.3957  0.4188
H -4.5946 2.8161 -0.4082  0.1504
H -6.4418 1.2636 -0.6680  0.2291
H -6.5085 -1.0439 -0.6405  0.1642
H -3.7351 -3.0782 0.2086  0.2102
H -3.7112 -3.1442 -1.5568  0.2160
H -5.2829 -3.0224 -0.7583  0.2191

***

Density functional theory data (ωB97M-V/def2-TZVPD) for the molecule C19H20N2O5.

Total energy (eV): -33246.91440
Structure (SMILES): COc1ccccc1CCC(=O)OCC(=O)Nc1ccc(C(N)=O)cc1
Max |F| (eV Å⁻¹): 0.70
Gap between HOMO and LUMO (eV): 8.941
Energy above the lowest of the compared OMol25 structures with the same formula, charge and spin (eV): 0.363

Last column: natural (NBO) charge in e.
CARTESIAN COORDINATES (ANGSTROEM)
C -1.6324 -3.9893 -0.9044  -0.2500
H -2.4187 -4.5308 -1.4287  0.2006
O -2.2744 -2.9195 -0.2576  -0.5226
C -1.5226 -2.0625 0.4958  0.3697
C -0.1497 -2.1735 0.6749  -0.3188
C 0.5268 -1.2633 1.4706  -0.1889
C -0.1553 -0.2351 2.0896  -0.2395
C -1.5235 -0.1198 1.9063  -0.1864
C -2.2229 -1.0189 1.1201  -0.1087
C -3.7071 -0.8754 0.9155  -0.4074
H -4.0885 -0.1131 1.5950  0.2203
H -4.2017 -1.8240 1.1317  0.2295
C -4.0380 -0.4808 -0.5342  -0.5014
C -3.1382 0.6355 -0.9905  0.8315
O -2.4500 0.5961 -1.9855  -0.6346
O -3.1709 1.6750 -0.1608  -0.4983
C -2.3534 2.8079 -0.4466  -0.1673
H -2.7955 3.6363 0.1087  0.2236
H -2.3675 3.0142 -1.5230  0.2087
C -0.8981 2.6170 0.0287  0.6598
O -0.4534 3.2374 0.9655  -0.5927
N -0.2290 1.7185 -0.7314  -0.6446
C 1.0639 1.2251 -0.5616  0.2593
C 1.4540 0.1683 -1.3840  -0.2549
C 2.7090 -0.3894 -1.2606  -0.1891
C 3.6055 0.1041 -0.3156  -0.1750
C 3.2214 1.1820 0.4778  -0.1525
C 1.9643 1.7399 0.3673  -0.2620
H 1.6723 2.5663 0.9929  0.2555
H 3.9334 1.5731 1.1886  0.2385
C 4.9768 -0.4474 -0.1294  0.6567
O 5.9030 0.2153 0.2886  -0.6072
N 5.1290 -1.7569 -0.4595  -0.8224
H 4.3505 -2.3479 -0.6852  0.3907
H 6.0298 -2.1803 -0.3116  0.4051
H 2.9952 -1.1913 -1.9259  0.2106
H 0.7586 -0.2136 -2.1181  0.2156
H -0.7614 1.2650 -1.4725  0.4357
H -3.8841 -1.3272 -1.2023  0.2449
H -5.0770 -0.1539 -0.5994  0.2366
H -2.0594 0.6871 2.3841  0.2187
H 0.3698 0.4782 2.7043  0.2248
H 1.5941 -1.3618 1.6003  0.2193
H 0.4042 -2.9683 0.2006  0.2148
H -1.1475 -4.6617 -0.1893  0.1779
H -0.8936 -3.6351 -1.6307  0.1760

***

Density functional theory data (ωB97M-V/def2-TZVPD) for the molecule C19H20N2O6S at a distorted geometry.

Total energy (eV): -46127.05022
Structure (SMILES): COC(=O)c1cc2sccc2n1CC(=O)Nc1ccc(OC)c(OC)c1OC
Max |F| (eV Å⁻¹): 1.10
Gap between HOMO and LUMO (eV): 8.352
Energy above the lowest of the compared OMol25 structures with the same formula, charge and spin (eV): 1.634

Last column: natural (NBO) charge in e.
CARTESIAN COORDINATES (ANGSTROEM)
C -5.2804 -2.8921 1.7211  -0.2685
H -5.1091 -3.0561 2.7839  0.1915
H -4.7839 -3.6632 1.1287  0.2153
H -6.3522 -2.9020 1.5119  0.1879
O -4.7559 -1.6139 1.3953  -0.5037
C -4.0328 -1.5147 0.2651  0.7658
O -3.7927 -2.4608 -0.4571  -0.6205
C -3.5874 -0.1479 0.0547  -0.0116
C -3.7980 0.9379 0.9010  -0.2114
C -3.1922 2.0302 0.2849  -0.2703
C -2.6291 1.5885 -0.9230  0.1107
N -2.8762 0.2624 -1.0577  -0.3110
C -2.4239 -0.5298 -2.1681  -0.3258
H -2.7473 -1.5639 -2.0176  0.2857
H -2.8606 -0.1623 -3.1027  0.2278
C -0.8977 -0.5162 -2.3378  0.6740
O -0.3850 -0.6135 -3.4304  -0.6095
N -0.2397 -0.4074 -1.1632  -0.6077
C 1.1330 -0.3089 -0.9298  0.0882
C 2.1009 -0.4743 -1.9033  -0.2282
C 3.4372 -0.3813 -1.5606  -0.2888
C 3.8376 -0.1089 -0.2600  0.2379
C 2.8617 0.1115 0.7329  0.2047
C 1.5128 -0.0160 0.3893  0.2869
O 0.4833 0.1945 1.2872  -0.5344
C 0.4690 -0.6158 2.4494  -0.2508
H 1.3441 -0.4375 3.0746  0.2006
H 0.4240 -1.6769 2.1817  0.1713
H -0.4352 -0.3353 2.9875  0.1923
O 3.1221 0.4173 2.0423  -0.5129
C 4.2810 1.1523 2.3750  -0.2373
H 4.4358 1.9866 1.6876  0.1784
H 4.0954 1.5395 3.3768  0.1863
H 5.1717 0.5218 2.3852  0.1896
O 5.1527 -0.0476 0.1258  -0.5096
C 6.1488 -0.2155 -0.8533  -0.2491
H 6.0991 -1.2077 -1.3117  0.1783
H 6.0841 0.5518 -1.6313  0.1776
H 7.0954 -0.1107 -0.3250  0.1989
H 4.1733 -0.5364 -2.3314  0.2215
H 1.8079 -0.6834 -2.9179  0.2555
H -0.7771 -0.2958 -0.3101  0.4273
C -1.9641 2.6019 -1.6469  -0.2760
C -2.0365 3.7839 -0.9832  -0.3632
S -2.8997 3.7178 0.5228  0.4190
H -1.6245 4.7263 -1.2868  0.2359
H -1.4642 2.4638 -2.5879  0.2398
H -4.3251 0.9078 1.8322  0.2417

***

Density functional theory data (ωB97M-V/def2-TZVPD) for the molecule C19H20N2O6S2 at a distorted geometry.

Total energy (eV): -56962.63046
Structure (SMILES): O=C(COC(=O)/C=C/c1cccs1)Nc1cccc(S(=O)(=O)N2CCOCC2)c1
Max |F| (eV Å⁻¹): 1.10
Gap between HOMO and LUMO (eV): 8.264
Energy above the lowest of the compared OMol25 structures with the same formula, charge and spin (eV): 0.275

Last column: natural (NBO) charge in e.
CARTESIAN COORDINATES (ANGSTROEM)
O 0.8082 -2.2717 -0.9583  -0.5946
C -0.2347 -1.6632 -0.9434  0.6633
N -0.3791 -0.3267 -0.7514  -0.6023
C 0.6049 0.6353 -0.5311  0.1547
C 1.9652 0.3490 -0.6100  -0.2516
C 2.8752 1.3585 -0.3754  -0.2235
C 2.4830 2.6451 -0.0660  -0.2266
C 1.1276 2.9302 0.0066  -0.1997
C 0.1968 1.9354 -0.2253  -0.2160
H -0.8589 2.1615 -0.1697  0.2091
H 0.7963 3.9296 0.2434  0.2217
H 3.2370 3.3947 0.1107  0.2423
S 4.6167 0.9615 -0.5255  2.3022
O 4.8967 0.6093 -1.8859  -0.9349
O 5.3732 2.0347 0.0636  -0.9495
N 4.6776 -0.4345 0.3974  -0.6810
C 4.8524 -0.2028 1.8165  -0.2563
C 6.3374 -0.0541 2.1645  -0.0932
H 6.4833 -0.0194 3.2455  0.1947
H 6.7142 0.8714 1.7071  0.1897
O 7.0797 -1.1628 1.7038  -0.5244
C 6.9619 -1.3102 0.3046  -0.0876
C 5.5019 -1.5164 -0.1044  -0.2588
H 5.1164 -2.4524 0.3117  0.2064
H 5.4030 -1.5221 -1.1890  0.2439
H 7.3491 -0.4129 -0.2021  0.1714
H 7.5711 -2.1755 0.0384  0.1977
H 4.3090 0.7062 2.0758  0.2211
H 4.4210 -1.0550 2.3515  0.2079
H 2.3130 -0.6415 -0.8470  0.2737
H -1.3341 0.0133 -0.7630  0.4169
C -1.5685 -2.3843 -1.1548  -0.1840
O -2.6885 -1.5183 -1.0776  -0.5277
C -3.6371 -1.8036 -0.1448  0.7593
O -3.5605 -2.7406 0.6098  -0.5895
C -4.7186 -0.8265 -0.2019  -0.3449
C -5.7764 -0.9259 0.6221  -0.0911
C -6.8914 -0.0419 0.6535  -0.2720
C -7.9931 -0.1256 1.4739  -0.1869
C -8.9249 0.9012 1.2574  -0.2651
C -8.5330 1.7630 0.2774  -0.3804
S -7.0203 1.3399 -0.4024  0.4457
H -9.0495 2.6288 -0.0875  0.2406
H -9.8465 1.0004 1.8018  0.2309
H -8.1175 -0.9054 2.2036  0.2273
H -5.7962 -1.7464 1.3291  0.2374
H -4.6328 -0.0417 -0.9382  0.2173
H -1.5526 -2.8489 -2.1461  0.2182
H -1.6636 -3.1752 -0.4002  0.2482

***

Which formula does entry 2 have? C19H20N2O3S

***

Which of these has the lowest energy above the lowest of the compared OMol25 structures with the same formula, charge and spin? C19H20F6MgN2O4PS

***

Among the records above, which one has the lowest total energy? C19H20F6MgN2O4PS